(1)
# C29H63Br2F3N2O14

A molecular structure, C29H63Br2F3N2O14 at a distorted geometry (ωB97M-V/def2-TZVPD, the Open Molecules 2025 dataset).

XYZ file:
```
113
Properties=species:S:1:pos:R:3:forces:R:3:mulliken_charge:R:1
N -8.5771 -0.7560 -1.9745 0.1 0.1 0.1 -0.825
N -7.5081 -0.9615 -2.9375 0.3 0.3 0.5 0.622
C -6.2579 -0.6228 -2.2489 0.4 0.6 -0.1 -1.087
C -5.0037 -0.9526 -3.0540 -0.8 0.0 -0.5 -0.956
C -4.9898 -2.2659 -3.8411 1.0 -0.2 0.8 0.609
F -5.5101 -2.1268 -5.0632 -0.5 -0.1 -0.3 -0.262
Br -3.0710 -2.6840 -4.1065 0.0 0.5 -0.2 -0.156
C -5.6680 -3.4904 -3.1251 0.8 -0.6 -1.2 0.587
F -5.5649 -3.3669 -1.8052 -0.1 0.1 0.3 -0.242
F -6.9389 -3.5949 -3.4891 -0.2 0.1 0.3 -0.179
Br -4.8191 -5.1943 -3.6384 -0.6 -0.3 0.2 -0.165
C -7.7316 -0.1292 -4.0728 -0.3 -0.9 -1.8 0.243
O -7.9568 -0.5810 -5.1745 0.0 0.7 1.4 -0.512
O -7.6908 1.2136 -3.8336 -0.3 -0.5 0.8 -0.434
H -9.3023 -0.1811 -2.3800 -0.1 0.1 0.0 0.231
H -8.9821 -1.6611 -1.7780 -0.1 -0.2 -0.2 0.237
H -6.2416 0.4488 -2.0538 0.1 0.2 0.2 0.491
H -6.2293 -1.0911 -1.2804 -0.3 -0.4 0.1 0.442
H -4.8778 -0.1758 -3.8011 0.2 0.1 -0.3 0.460
H -4.1227 -0.9001 -2.4385 0.1 0.0 0.5 0.493
H -8.3901 1.5950 -4.3697 0.2 0.4 -0.6 0.347
C 2.2580 0.6408 -3.4779 0.1 -0.1 0.1 -0.835
O 2.1111 0.4607 -2.0850 -0.3 -0.1 -0.1 -0.316
C 1.1563 1.2967 -1.4573 0.2 0.1 0.1 0.065
C 0.1293 0.5396 -0.6369 0.0 -0.1 0.3 -0.430
O -0.7335 -0.3343 -1.3416 -0.2 0.0 0.0 -0.392
C -0.2155 -1.5137 -1.9414 0.1 0.0 -0.1 0.499
C 0.3111 -2.5857 -1.0072 0.2 -0.1 -0.1 -0.245
O 1.4792 -2.1972 -0.3001 -0.2 0.3 0.1 -0.297
C 1.4381 -2.3944 1.0956 0.2 0.0 -0.1 -0.611
H 3.0802 1.3311 -3.6930 -0.1 0.1 -0.1 0.275
H 2.4965 -0.3274 -3.9214 0.1 0.0 0.0 0.283
H 1.3403 1.0096 -3.9436 0.0 0.0 0.0 0.365
H 0.6418 1.9312 -2.1859 0.0 -0.1 -0.1 0.343
H 1.7012 1.9592 -0.7724 -0.2 0.1 0.1 -0.062
H -0.5308 1.2975 -0.2054 0.0 0.0 0.0 0.419
H 0.5962 0.0311 0.2093 0.2 -0.1 -0.1 0.061
H 0.5108 -1.2701 -2.7189 0.2 0.0 0.1 0.120
H -1.0740 -1.9547 -2.4503 0.0 0.0 0.1 -0.456
H 0.5678 -3.4584 -1.6187 -0.2 -0.1 0.0 0.227
H -0.4839 -2.8867 -0.3170 0.0 0.0 0.1 0.318
H 0.4199 -2.3305 1.4898 0.0 0.0 0.0 0.388
H 2.0335 -1.6088 1.5656 0.0 0.0 0.0 0.026
H 1.8719 -3.3639 1.3623 -0.1 0.0 0.1 0.271
C 2.2536 4.9287 -1.7787 -0.2 -0.1 -0.1 -0.656
O 1.3044 5.1071 -0.7495 0.1 0.3 0.0 -0.283
C 1.8346 5.1948 0.5610 -0.1 -0.2 0.0 -0.188
C 1.3946 6.4244 1.3299 -0.2 0.1 0.2 -0.433
O 1.8111 7.6809 0.8222 0.1 0.1 0.0 -0.469
C 1.2972 8.1561 -0.4101 0.1 -0.1 -0.1 -0.281
C -0.1827 8.4849 -0.4499 -0.1 0.0 -0.1 -0.469
O -1.0159 7.3482 -0.3113 0.2 0.0 0.3 -0.275
C -2.0291 7.4504 0.6665 0.0 -0.1 -0.2 -0.804
H 2.3715 3.8644 -2.0041 0.2 0.0 0.0 0.090
H 1.8854 5.4318 -2.6747 -0.1 0.0 0.0 0.231
H 3.2276 5.3578 -1.5289 0.0 0.0 0.1 0.420
H 2.9287 5.1516 0.5457 0.0 0.0 -0.1 0.239
H 1.4785 4.3201 1.1204 0.1 0.0 0.1 0.320
H 1.8688 6.3466 2.3121 0.1 0.0 0.0 0.348
H 0.3194 6.4157 1.5181 -0.1 -0.1 -0.2 0.146
H 1.5790 7.4984 -1.2344 -0.2 -0.1 0.0 0.044
H 1.8231 9.0998 -0.5782 0.0 0.0 0.0 0.420
H -0.3925 8.9319 -1.4298 0.1 0.2 0.0 0.397
H -0.4071 9.2345 0.3160 0.0 -0.1 0.1 0.323
H -1.7440 8.1171 1.4849 0.0 0.0 0.0 0.393
H -2.1971 6.4557 1.0827 0.0 0.0 -0.1 0.228
H -2.9642 7.8011 0.2186 0.0 0.1 0.1 0.270
C 4.5050 1.2886 2.4417 0.1 -0.1 0.1 -0.669
O 5.0769 2.1216 3.4297 -0.3 0.1 0.0 -0.352
C 5.2059 3.4857 3.0790 0.2 -0.1 0.0 -0.346
C 4.5878 4.4408 4.0841 0.1 0.1 0.1 -0.307
O 3.1828 4.3621 4.2565 -0.1 0.1 -0.1 -0.410
C 2.6071 3.1999 4.8323 -0.1 -0.1 -0.2 -0.144
C 2.9529 2.9118 6.2806 0.0 -0.2 0.1 -0.631
O 4.3140 2.5786 6.4804 0.0 0.3 -0.2 -0.294
C 4.9751 3.2985 7.4997 0.1 -0.2 0.0 -0.795
H 5.2849 0.8103 1.8417 -0.1 0.0 -0.1 0.343
H 3.9320 0.5089 2.9469 0.1 0.0 0.0 0.249
H 3.8244 1.8372 1.7843 0.0 0.0 0.0 0.228
H 4.7807 3.6779 2.0884 -0.1 -0.1 0.0 0.180
H 6.2773 3.7173 3.0273 0.0 0.1 -0.1 0.379
H 4.7625 5.4476 3.6942 0.0 0.0 0.0 0.465
H 5.1045 4.3992 5.0442 0.0 -0.3 0.0 0.029
H 2.7759 2.3252 4.2023 0.2 -0.1 0.1 0.054
H 1.5304 3.3896 4.8071 0.0 0.0 0.0 0.421
H 2.3511 2.0497 6.5943 -0.2 0.1 0.0 0.369
H 2.6615 3.7672 6.8988 0.1 0.0 0.0 0.352
H 4.5517 4.2971 7.6379 0.0 0.0 0.0 0.381
H 6.0207 3.4108 7.2087 0.0 -0.1 0.0 0.235
H 4.9359 2.7511 8.4465 0.0 0.1 0.1 0.276
C 0.3222 -7.7489 2.3587 0.0 -0.2 0.0 -0.723
O -0.3948 -8.1830 1.2226 0.2 0.2 -0.1 -0.319
C -1.3491 -7.2701 0.7144 -0.1 -0.1 0.1 -0.528
C -1.1840 -6.9740 -0.7640 -0.1 -0.1 -0.2 -0.211
O 0.0117 -6.3197 -1.1555 0.0 0.2 0.0 -0.304
C 1.2590 -6.9866 -1.0537 0.1 0.1 0.2 -0.254
C 1.4669 -8.1812 -1.9642 0.1 -0.2 0.1 -0.646
O 0.6258 -9.2771 -1.6547 -0.2 0.3 -0.1 -0.303
C -0.0896 -9.8234 -2.7428 0.1 -0.1 0.1 -0.779
H -0.1535 -8.1100 3.2758 0.0 0.1 0.0 0.279
H 1.3285 -8.1678 2.3046 0.0 0.0 0.0 0.250
H 0.4105 -6.6598 2.3976 0.0 0.0 0.0 0.298
H -1.3349 -6.3309 1.2768 0.1 0.0 0.0 0.327
H -2.3418 -7.7187 0.8470 -0.1 0.1 0.0 0.370
H -1.9804 -6.2715 -1.0267 0.0 0.0 0.0 0.398
H -1.3616 -7.8643 -1.3697 0.1 -0.2 0.1 0.042
H 1.4901 -7.2329 -0.0160 -0.1 -0.2 0.0 0.137
H 1.9940 -6.2375 -1.3612 0.0 0.0 0.0 0.361
H 2.5050 -8.5129 -1.8368 0.1 0.1 -0.1 0.382
H 1.3400 -7.8682 -3.0057 -0.1 0.0 0.0 0.358
H -0.2983 -9.0763 -3.5135 0.0 0.0 0.0 0.369
H -1.0429 -10.1969 -2.3656 0.0 0.0 0.0 0.240
H 0.4599 -10.6604 -3.1849 0.0 0.0 -0.1 0.275
```
Positions in Å, forces in eV/Å.

Output
* orbital gap: 9.333 eV
* charge: 0
* HOMO energy: -0.33059 hartree
* max |F|: 2.09 eV/A
* E_LUMO: 0.34 eV
* E: -210967.691 eV


(2)
# C29H63F3N22O13

11 unconnected molecules or ions with the total composition C29H63F3N22O13 at a distorted geometry (ωB97M-V/def2-TZVPD, the Open Molecules 2025 dataset).

XYZ file:
```
130
Properties=species:S:1:pos:R:3:forces:R:3:mulliken_charge:R:1
C -0.2178 2.7020 -1.6973 0.4 0.3 -0.2 -1.050
C 1.0697 3.4566 -2.1268 -0.7 -0.6 -0.5 -0.440
C 2.0745 2.4976 -2.6405 0.5 -0.2 1.0 0.595
O 3.1035 2.1857 -2.0802 0.0 0.0 -0.5 -0.664
O 1.7423 1.9036 -3.8269 -0.1 0.9 -0.2 -0.261
C 2.8499 1.7768 -4.7060 -0.3 -0.5 -0.5 -0.358
C 3.4348 0.3441 -4.6632 0.3 0.8 0.1 -0.842
N 2.6450 -0.5189 -3.7715 0.8 -0.2 0.1 0.084
C 3.1768 -0.8755 -2.5895 -0.4 -0.2 0.2 -0.375
C 2.4571 -1.6634 -1.7289 0.1 -0.2 0.2 -0.336
C 1.1914 -2.0991 -2.0784 0.0 0.2 0.3 0.304
C 0.4739 -2.9909 -1.1300 0.1 -0.1 -0.6 0.360
C 0.5954 -4.3636 -1.3149 -0.2 0.3 0.3 -0.979
C -0.0273 -5.2099 -0.4338 0.3 0.1 -0.3 -0.480
N -0.7429 -4.7256 0.5974 -0.4 -0.3 -0.2 0.366
C -1.3542 -5.7281 1.5285 1.3 0.0 0.4 -0.487
C -0.2794 -6.1841 2.5339 0.2 0.1 0.0 -0.316
O -0.5311 -5.6638 3.8344 0.1 0.0 -0.4 -0.403
C 0.6395 -5.4223 4.5782 -0.4 0.1 0.4 -1.025
C 1.0455 -3.9475 4.4919 -0.2 -0.6 0.0 1.023
F 1.5199 -3.5207 5.6672 0.4 0.1 0.1 -0.324
F 1.9818 -3.7278 3.5532 -0.2 0.2 -0.2 -0.202
F -0.0122 -3.1867 4.2008 -0.1 0.4 -0.2 -0.212
C -0.8846 -3.4057 0.7555 -0.1 0.1 0.3 -0.323
C -0.2869 -2.5058 -0.0893 -0.1 0.2 -0.2 -0.508
C 0.6663 -1.7146 -3.3004 -0.3 -0.2 0.2 -0.470
C 1.4179 -0.9199 -4.1205 0.1 0.1 -0.4 -0.277
H -0.1850 2.4758 -0.6383 0.0 -0.1 0.2 0.270
H -1.0437 3.3613 -1.9287 -0.3 0.0 0.1 0.320
H -0.3255 1.7819 -2.2648 -0.2 -0.1 0.0 0.279
H 1.4759 4.0173 -1.2995 0.2 0.2 0.0 0.428
H 0.7884 4.0931 -2.9626 0.0 0.4 0.1 0.292
H 2.4765 1.9771 -5.7042 -0.2 0.0 -0.1 0.396
H 3.6137 2.5153 -4.4990 0.2 0.0 0.2 0.390
H 3.5081 -0.0681 -5.6623 -0.3 -0.3 0.0 0.464
H 4.4416 0.4062 -4.2753 0.1 -0.3 0.2 0.340
H 4.1640 -0.5551 -2.3119 0.2 0.3 -0.3 0.258
H 2.8852 -1.9708 -0.7904 0.1 0.2 0.2 0.531
H 1.1712 -4.7374 -2.1419 0.1 -0.3 -0.1 0.661
H 0.0725 -6.2731 -0.5638 -0.3 -0.2 0.3 0.590
H -2.1748 -5.3058 2.0943 -0.4 0.1 -0.4 0.657
H -1.6448 -6.5651 0.9072 -0.6 -0.1 0.0 -0.132
H -0.2356 -7.2704 2.5639 -0.1 -0.2 0.1 0.368
H 0.6961 -5.8294 2.1992 0.1 0.0 -0.2 0.450
H 0.4179 -5.5987 5.6257 -0.2 -0.1 0.1 0.462
H 1.4644 -6.0778 4.3094 0.2 0.1 -0.1 0.415
H -1.4744 -3.0570 1.5798 -0.2 0.0 0.1 -0.019
H -0.4056 -1.4463 0.0635 0.0 0.0 0.2 0.702
H -0.3150 -2.0373 -3.6054 -0.1 0.0 -0.1 0.638
H 1.0733 -0.6064 -5.0902 -0.1 0.1 -0.1 0.494
C -3.2684 -8.3327 -0.8733 -0.2 -0.3 -0.1 0.726
O -3.3500 -7.9470 0.2871 0.3 0.2 -0.1 -0.679
N -3.7090 -7.5789 -1.9246 0.2 0.2 0.0 -0.373
N -2.7387 -9.5431 -1.2018 0.2 0.1 0.1 -0.410
H -3.6627 -7.8780 -2.8805 -0.1 -0.1 0.0 0.165
H -4.1196 -6.6897 -1.7118 -0.1 -0.1 0.0 0.195
H -2.4180 -10.1246 -0.4495 -0.1 -0.1 0.0 0.229
H -2.6703 -9.8839 -2.1423 -0.1 0.0 0.0 0.163
C -2.2973 6.3005 -2.9221 -0.2 0.2 -0.1 0.668
O -1.3910 5.4703 -2.9558 0.1 -0.1 0.1 -0.567
N -2.6567 7.0295 -4.0065 0.2 -0.2 0.1 -0.264
N -2.9996 6.5544 -1.7779 0.1 -0.1 0.1 -0.392
H -3.3816 7.7215 -3.9889 0.0 0.0 0.0 0.123
H -2.1638 6.8659 -4.8727 -0.2 0.0 -0.2 0.214
H -2.7521 6.0331 -0.9589 0.0 0.0 0.0 0.216
H -3.7395 7.2277 -1.7210 0.0 0.0 0.0 0.162
C 1.8858 0.4548 1.3805 0.3 0.5 0.3 0.549
O 1.4034 -0.6099 0.9700 -0.1 -0.2 -0.1 -0.461
N 2.5383 1.3038 0.5471 -0.2 -0.2 0.1 -0.110
N 1.8091 0.8561 2.6659 -0.2 -0.1 -0.1 -0.220
H 2.9453 2.1713 0.8462 0.1 0.0 0.1 0.184
H 2.6176 1.0423 -0.4134 0.1 0.2 -0.1 -0.094
H 1.3386 0.2589 3.3188 0.0 0.0 0.0 0.143
H 2.2113 1.7225 2.9950 0.2 0.0 0.2 0.081
C -4.0795 -2.4945 3.2102 0.0 0.1 0.3 0.609
O -4.3964 -2.8967 2.0979 0.1 0.0 -0.4 -0.666
N -4.8812 -1.7142 3.9760 0.0 0.0 -0.2 -0.399
N -2.8600 -2.8205 3.7360 -0.1 0.2 0.1 -0.094
H -4.6279 -1.3818 4.8868 0.0 0.0 0.0 0.156
H -5.7791 -1.4684 3.5999 0.0 0.0 0.0 0.255
H -2.2908 -3.3916 3.1536 0.2 -0.3 0.3 0.164
H -2.5061 -2.5455 4.6327 -0.1 0.0 0.0 0.188
C -2.3996 6.2251 -7.8349 -0.1 0.0 -0.2 0.571
O -1.9119 6.8112 -6.8744 0.0 0.0 0.1 -0.751
N -2.2267 4.8874 -8.0281 0.0 0.0 0.1 -0.377
N -3.1436 6.8674 -8.7709 0.0 0.1 0.1 -0.402
H -2.6138 4.3854 -8.8039 0.0 0.0 0.0 0.171
H -1.6811 4.3937 -7.3481 0.0 0.0 0.0 0.198
H -3.2818 7.8542 -8.6519 0.0 0.0 0.0 0.225
H -3.5508 6.4119 -9.5651 0.0 0.0 0.0 0.170
C 2.5551 4.2197 4.5562 0.0 0.3 0.2 0.656
O 3.2878 3.2916 4.2166 -0.3 -0.2 -0.3 -0.742
N 1.7587 4.1718 5.6494 0.1 -0.5 -0.1 -0.304
N 2.5073 5.3860 3.8383 0.0 -0.1 -0.2 -0.389
H 1.1706 4.9364 5.9207 0.1 0.1 0.0 0.159
H 1.7699 3.3346 6.2351 0.0 0.4 -0.2 0.356
H 3.0960 5.4550 3.0306 0.1 0.0 0.0 0.227
H 1.9300 6.1656 4.0881 0.0 0.0 0.1 0.157
C -4.5517 -1.5099 -2.0534 -0.1 0.0 0.1 0.537
O -4.5945 -0.6716 -2.9328 0.1 0.0 -0.1 -0.652
N -4.2848 -1.2051 -0.7478 0.3 0.0 0.0 -0.274
N -4.7693 -2.8436 -2.2976 0.3 -0.1 -0.1 -0.321
H -4.2420 -1.8871 -0.0107 -0.2 0.0 0.2 0.207
H -4.1301 -0.2396 -0.5268 -0.1 0.0 0.0 0.191
H -4.9776 -3.1077 -3.2421 -0.1 0.0 0.0 0.194
H -4.7518 -3.5460 -1.5833 -0.2 0.1 0.1 0.166
C 5.7422 -4.1592 5.2331 0.1 0.0 0.0 0.513
O 6.8521 -4.1894 4.7425 -0.1 0.0 0.0 -0.631
N 5.5153 -4.3596 6.5665 0.0 0.0 0.0 -0.322
N 4.6177 -3.9194 4.4784 0.3 -0.2 0.0 -0.198
H 4.6069 -4.3348 6.9874 0.0 0.0 0.0 0.147
H 6.3159 -4.5364 7.1446 0.0 0.0 0.0 0.208
H 4.7579 -3.7623 3.4996 0.0 0.0 0.0 0.131
H 3.6985 -3.8830 4.8543 -0.1 0.1 0.2 0.138
C 0.9800 9.3316 -5.4779 -0.1 0.0 0.1 0.514
O 1.1631 9.9476 -6.5115 0.0 0.0 0.0 -0.641
N 0.0000 8.3896 -5.3453 0.1 0.1 -0.1 -0.113
N 1.7492 9.5373 -4.3589 0.1 0.0 0.0 -0.361
H -0.1621 7.8737 -4.5015 0.0 0.0 0.0 0.135
H -0.5847 8.2125 -6.1469 0.1 -0.1 0.1 0.137
H 2.4765 10.2240 -4.4236 0.0 0.0 0.0 0.216
H 1.6169 9.0453 -3.4970 0.0 0.0 0.0 0.154
C 0.7213 1.2872 8.0235 0.0 -0.1 0.1 0.673
O 1.4117 2.1599 7.5170 -0.1 -0.2 0.1 -0.765
N -0.5598 1.5131 8.4285 0.0 0.0 -0.2 -0.390
N 1.1919 0.0235 8.2273 0.0 0.0 -0.2 -0.393
H -1.1393 0.8151 8.8533 0.0 0.0 0.1 0.169
H -0.9279 2.4365 8.2972 0.0 0.0 0.1 0.213
H 2.1364 -0.1643 7.9461 0.0 0.0 0.1 0.210
H 0.6529 -0.7077 8.6494 0.0 0.0 0.1 0.164
```
Positions in Å, forces in eV/Å.

Output
* orbital gap: 5.925 eV
* charge: +2
* HOMO energy: -0.43298 hartree
* max |F|: 1.35 eV/A
* E_LUMO: -5.86 eV
* E: -98645.062 eV